A structure of composition C33H41N6SeSr. Source: the OMol25 dataset; level of theory: ωB97M-V with the def2-TZVPD basis set.

The geometry in XYZ format:
```
82
Properties=species:S:1:pos:R:3:lowdin_charge:R:1
Sr 0.2418 -2.4452 -0.9813 1.197
C 3.2417 0.9214 -4.9178 -0.076
C 2.5151 1.0176 -3.7404 -0.080
C 1.8989 -0.1127 -3.2236 -0.056
C 2.0051 -1.3303 -3.8795 -0.253
C 2.7290 -1.4322 -5.0607 -0.015
C 3.3441 -0.3017 -5.5709 -0.063
N 1.3399 -2.4382 -3.2561 -0.096
N 1.2977 -3.4749 -3.9452 0.069
C 0.6481 -4.6234 -3.4011 -0.337
C 0.7875 -5.7258 -4.2477 -0.039
C 0.2331 -6.9369 -3.8788 -0.085
C -0.4599 -7.0095 -2.6786 -0.089
C -0.5933 -5.8857 -1.8675 -0.171
C -0.0517 -4.6326 -2.1762 -0.241
H 3.7274 1.7960 -5.3280 0.107
H 2.4259 1.9676 -3.2292 0.101
H 1.3167 -0.0329 -2.3113 0.068
H 2.8044 -2.3876 -5.5587 0.110
H 3.9132 -0.3749 -6.4878 0.111
H 1.3270 -5.6131 -5.1785 0.107
H 0.3342 -7.8058 -4.5138 0.103
H -0.9022 -7.9506 -2.3746 0.103
H -1.1588 -6.0120 -0.9479 0.076
C 1.3489 0.5416 5.3317 -0.092
C 0.3922 -0.5720 5.7489 -0.236
C 0.2694 -1.7211 4.7490 -0.189
C -0.6475 -1.4738 3.5586 -0.142
N -0.2477 -0.3471 2.7127 -0.012
C 0.7836 -0.3407 1.8472 -0.672
Se 1.8573 -1.8214 1.4650 0.643
N 0.8836 0.8953 1.3111 -0.004
C 1.9123 1.3846 0.3942 -0.148
C 2.8719 2.3614 1.0651 -0.173
C 3.7362 1.7339 2.1550 -0.245
C 4.7999 0.7899 1.6098 -0.101
C -0.1290 1.6939 1.8271 -0.154
C -0.4657 3.0221 1.5956 -0.002
C -1.5354 3.5285 2.3111 -0.080
C -2.2482 2.7390 3.2215 -0.072
C -1.9198 1.4135 3.4429 0.003
C -0.8475 0.9048 2.7208 -0.169
H 1.5679 1.1973 6.1736 0.079
H 0.9521 1.1721 4.5352 0.055
H 2.2968 0.1225 4.9874 0.076
H -0.5990 -0.1628 5.9707 0.106
H 0.7518 -0.9912 6.6904 0.110
H -0.1371 -2.6025 5.2514 0.121
H 1.2602 -2.0066 4.3887 0.084
H -1.6578 -1.2441 3.8985 0.123
H -0.7040 -2.3595 2.9237 0.108
H 1.3910 1.8540 -0.4444 0.125
H 2.4438 0.5095 0.0197 0.078
H 2.3087 3.2053 1.4680 0.102
H 3.5148 2.7698 0.2797 0.123
H 3.0977 1.2113 2.8744 0.086
H 4.2163 2.5373 2.7170 0.114
H 4.3627 -0.0885 1.1356 0.029
H 5.4525 0.4349 2.4062 0.078
H 5.4256 1.2974 0.8734 0.080
H 0.0854 3.6394 0.9012 0.117
H -1.8215 4.5614 2.1717 0.114
H -3.0695 3.1769 3.7709 0.114
H -2.4695 0.8153 4.1546 0.116
N -1.6330 -0.5877 -0.8969 0.074
C -2.5385 0.1341 -0.9664 -0.263
N -3.5519 0.9409 -1.0572 -0.073
C -4.3927 0.9306 -2.2760 -0.118
C -5.2251 2.2028 -2.3103 -0.181
C -4.3575 3.4336 -2.0749 -0.173
C -3.6054 3.3687 -0.7271 -0.159
C -3.7519 2.0074 -0.0612 -0.126
H -5.0222 0.0392 -2.2715 0.129
H -3.7324 0.8851 -3.1453 0.131
H -6.0248 2.1465 -1.5688 0.118
H -5.7154 2.2576 -3.2825 0.123
H -4.9746 4.3296 -2.1235 0.113
H -3.6375 3.5152 -2.8922 0.115
H -3.9702 4.1298 -0.0357 0.115
H -2.5449 3.5703 -0.8811 0.106
H -4.7453 1.8764 0.3724 0.132
H -3.0247 1.8620 0.7388 0.096
```

charge = +1
LUMO = -2.56 eV
HOMO-LUMO gap = 7.7 eV
F_max = 0.62 eV/Å

A structure of composition C33H42BCl33N4O6S2 at a distorted geometry. Source: the OMol25 dataset; level of theory: ωB97M-V with the def2-TZVPD basis set.

The geometry in XYZ format:
```
121
Properties=species:S:1:pos:R:3:lowdin_charge:R:1
C -4.7645 -0.8528 -4.0400 -0.129
C -4.5982 -2.4134 -3.9179 -0.198
C -3.6919 -2.9001 -2.7231 -0.212
O -3.2556 -1.8164 -1.8495 -0.168
C -2.3700 -2.4356 -0.9112 -0.197
C -0.9642 -1.7834 -0.7367 -0.007
C -0.2197 -1.0084 -1.8407 -0.036
C -0.7723 -0.8274 -3.2763 -0.044
C 0.4324 -1.2644 -4.3518 -0.268
C 1.0671 -2.7187 -4.0653 -0.015
O 0.1107 -2.3944 -5.2314 -0.150
C 1.0651 -0.4221 -1.5177 -0.115
O 1.8109 0.3439 -2.4388 0.110
B 1.3372 1.6775 -2.3364 -0.701
O 1.7043 2.4573 -1.2268 0.168
O 0.4717 2.1323 -3.3663 0.138
C 1.7292 -0.5721 -0.1694 -0.243
N 2.9479 -0.0742 0.1685 -0.166
S 3.1643 -0.6056 1.7374 0.874
N 1.7609 -1.4216 1.9771 -0.233
C 0.9712 -1.3706 0.8607 -0.241
C -0.3676 -1.9749 0.5855 -0.091
C -0.9953 -2.7979 1.7438 -0.157
C -0.9490 -2.1048 3.1504 -0.207
C -1.7203 -0.7371 3.2534 -0.197
C -0.9352 0.5192 2.7380 -0.197
C -1.8959 1.7965 2.9262 -0.198
C -1.6769 2.7721 1.7010 -0.249
C -0.1869 3.1744 1.4268 -0.466
S 0.4761 4.3414 2.6982 0.922
C 2.2642 4.1684 2.5111 -0.575
N 3.2550 4.9218 3.0182 0.018
N 4.4293 4.4312 2.5964 -0.120
C 4.2039 3.3514 1.7806 -0.247
O 2.8431 3.1976 1.7386 -0.028
H -5.0066 -0.6308 -5.1152 -0.017
H -3.8244 -0.2942 -3.7999 0.076
H -5.6086 -0.5571 -3.3622 0.042
H -4.1124 -2.7634 -4.8728 0.087
H -5.5734 -2.9708 -3.8628 0.109
H -4.1633 -3.7071 -2.1006 0.099
H -2.7609 -3.3541 -3.1828 0.120
H -2.1883 -3.5308 -1.1077 0.077
H -2.9222 -2.4054 0.0743 0.121
H -1.0080 0.2339 -3.5235 0.100
H -1.5493 -1.5587 -3.5893 0.102
H 1.1406 -0.4403 -4.7262 0.119
H 0.6047 -3.3889 -3.3146 0.104
H 2.1138 -2.7825 -4.4433 0.107
H 1.1252 3.2372 -1.2332 0.095
H -0.3552 2.4250 -2.9519 0.110
H -0.3594 -3.7309 1.8376 0.115
H -2.0335 -3.1674 1.5745 0.086
H 0.0817 -1.9912 3.5757 0.096
H -1.4745 -2.8094 3.8637 0.113
H -2.7457 -0.8437 2.8055 0.115
H -1.8980 -0.5664 4.3578 0.120
H -0.0382 0.7524 3.3811 0.107
H -0.6881 0.4960 1.6469 0.092
H -1.7351 2.3082 3.9035 0.078
H -2.9485 1.4069 2.8096 0.109
H -2.0834 2.3150 0.7573 0.120
H -2.2576 3.7151 1.9277 0.112
H 0.5286 2.3199 1.3345 0.069
H -0.1419 3.7180 0.4384 0.073
H 4.9519 2.7384 1.2355 0.124
C -7.6650 2.1514 -3.1875 -1.526
Cl -6.8832 1.5939 -1.7034 0.534
Cl -8.2955 3.7893 -2.9797 0.504
Cl -6.5374 2.0858 -4.5472 0.529
H -8.4977 1.4903 -3.4034 0.018
C 0.8288 4.1490 6.7523 -1.536
Cl 0.6980 3.7203 8.4619 0.525
Cl 0.5030 2.7446 5.7311 0.520
Cl -0.2731 5.4731 6.3572 0.520
H 1.8441 4.4814 6.5603 0.018
C 6.9285 1.2645 3.8595 -1.487
Cl 6.8077 0.7904 5.5572 0.516
Cl 6.5798 -0.1130 2.8040 0.484
Cl 5.8339 2.6114 3.5032 0.678
H 7.9457 1.5910 3.6672 -0.031
C 7.9746 5.0728 1.4754 -1.541
Cl 8.1042 5.3773 -0.2605 0.525
Cl 8.7009 3.5128 1.8882 0.535
Cl 8.7361 6.3742 2.3943 0.533
H 6.9205 5.0390 1.7399 -0.020
C 5.3289 -2.4545 7.8769 -1.524
Cl 5.4772 -2.1456 6.1457 0.469
Cl 6.0339 -4.0213 8.2933 0.522
Cl 6.0957 -1.1607 8.8070 0.520
H 4.2743 -2.4773 8.1304 0.016
C -5.8387 -1.1463 -8.2019 -1.511
Cl -7.2688 -2.1133 -7.8253 0.534
Cl -5.7969 0.3127 -7.1986 0.494
Cl -4.3707 -2.1066 -7.9816 0.524
H -5.8951 -0.8434 -9.2422 0.018
C 5.7933 -4.1905 2.6847 -1.522
Cl 5.6073 -4.6148 4.3900 0.499
Cl 5.5062 -5.6008 1.6577 0.530
Cl 4.6992 -2.8681 2.2474 0.482
H 6.8129 -3.8558 2.5265 -0.071
C 9.9786 -3.0450 2.5126 -1.519
Cl 8.8947 -3.3852 1.1580 0.561
Cl 9.6157 -1.4670 3.2181 0.521
Cl 9.8639 -4.3148 3.7354 0.540
H 10.9959 -3.0244 2.1364 0.014
C -1.1618 0.5649 -8.3651 -1.521
Cl -0.4163 0.6418 -6.7665 0.599
Cl -2.8896 0.8926 -8.2343 0.497
Cl -0.3897 1.7025 -9.4769 0.527
H -1.0290 -0.4384 -8.7570 0.020
C -2.2868 -6.6647 0.5392 -1.523
Cl -0.8660 -6.1453 -0.3757 0.539
Cl -1.9487 -6.6505 2.2728 0.534
Cl -3.6745 -5.6338 0.1681 0.553
H -2.5288 -7.6810 0.2467 0.014
C -11.7521 5.8465 -1.6197 -1.547
Cl -10.3264 6.3443 -2.5377 0.496
Cl -11.4081 5.8491 0.1132 0.521
Cl -13.1243 6.8985 -1.9831 0.522
H -12.0106 4.8349 -1.9144 0.014
```

LUMO = -0.88 eV
HOMO-LUMO gap = 7.5 eV
F_max = 4.74 eV/Å

- The lowest LUMO belongs to which entry?
  C33H41N6SeSr